Arrangement 1

Entry from the OMol25 dataset: a cluster of 9 separate species, C15H48N6O9 in total (ωB97M-V/def2-TZVPD).

Its HOMO energy is -9.2 eV. The calculation puts the orbital gap at 9.47 eV. As for the SMILES: NC(N)=O.NC(N)=O.NC(N)=O.CC(C)O.CC(C)O.CC(C)O.CO.CO.CO.

Geometry as ORCA input:
```
! wB97M-V def2-TZVPD RIJCOSX def2/J DEFGRID3
* xyz 0 1
C 1.25803 4.12336 0.33552
O 0.53368 4.05311 -0.85297
H 0.53296 3.94346 1.13848
H 1.76380 5.09522 0.55861
H 1.89793 3.19821 0.47737
H -0.16848 3.45809 -0.59995
C -2.71484 2.25709 -0.93485
O -1.42019 2.06535 -0.40006
H -3.30198 2.65813 -0.10340
H -3.24226 1.35972 -1.36243
H -2.60913 2.94641 -1.79588
H -1.42985 1.33780 0.26369
C 3.91359 2.07424 3.20470
O 2.52792 1.94319 2.78576
H 3.90483 2.69734 4.03815
H 4.57626 2.54344 2.48823
H 4.30161 1.11450 3.55906
H 2.23976 2.84032 2.60998
C 1.12313 0.22055 -1.85096
O 1.98213 -0.71851 -2.34725
N -0.13123 0.11220 -1.76078
N 1.48247 1.26965 -1.19131
H -0.71565 0.88616 -1.37434
H -0.54480 -0.77168 -2.11961
H 2.50003 1.39362 -0.92428
H 0.94313 2.13576 -1.20402
C -4.06196 0.96942 2.09329
O -4.26207 -0.31400 2.40234
N -3.06513 1.66075 2.55336
N -4.89991 1.65394 1.36253
H -2.34792 1.07892 2.98749
H -3.01334 2.64332 2.55511
H -5.68295 1.12893 0.99208
H -4.66437 2.59745 1.03978
C -0.39586 0.21914 1.76517
O -0.72893 0.53321 3.10018
N 0.72092 0.58946 1.25004
N -1.27494 -0.30743 0.94226
H 1.46375 0.86144 1.85371
H 0.92570 0.69371 0.24157
H -2.09553 -0.77152 1.36135
H -0.85245 -0.76325 0.13452
C 2.63047 -3.74125 -0.78317
C 1.15056 -3.79185 -1.29097
C 0.26657 -2.88672 -0.44187
O 1.10137 -3.40743 -2.53270
H 3.26612 -3.29498 -1.52256
H 3.12718 -4.68593 -0.62488
H 2.77669 -3.16965 0.06342
H 0.79465 -4.87396 -1.37971
H -0.05970 -3.44487 0.41623
H -0.68538 -2.55943 -0.86135
H 0.82731 -1.94498 -0.16815
H 1.39192 -2.48086 -2.57406
C -4.03188 -2.04191 -0.41272
C -4.86108 -2.87702 -1.37780
C -5.61616 -3.93108 -0.60267
O -5.71595 -2.11723 -1.85615
H -3.28407 -2.68638 0.12207
H -4.66330 -1.60831 0.36413
H -3.60473 -1.22687 -0.88168
H -4.23720 -3.32641 -2.10747
H -6.15911 -4.56568 -1.24287
H -6.24330 -3.57946 0.20251
H -4.76323 -4.58116 -0.20045
H -5.92975 -2.44602 -2.74764
C 4.51960 -0.33119 -0.00793
C 4.79845 1.13138 -0.32553
C 5.33705 1.27064 -1.73596
O 3.80336 1.78636 -0.01622
H 3.77967 -0.68881 -0.69777
H 4.02929 -0.57855 0.94403
H 5.41633 -1.01528 -0.02271
H 5.60240 1.44415 0.30664
H 6.06656 0.46895 -1.85180
H 5.80261 2.21219 -1.92616
H 4.60017 0.97018 -2.44553
H 3.79864 1.88925 0.94726
*
```

Arrangement 2

Entry from the OMol25 dataset: a cluster of 9 separate species, C15H48N6O9 in total (ωB97M-V/def2-TZVPD).

Its HOMO energy is -9.7 eV. The calculation puts the orbital gap at 10.18 eV. As for the SMILES: NC(N)=O.NC(N)=O.NC(N)=O.CCO.CCO.CCO.CCO.CCO.CCO.

Geometry as ORCA input:
```
! wB97M-V def2-TZVPD RIJCOSX def2/J DEFGRID3
* xyz 0 1
C 3.33271 2.20085 -0.43004
O 3.30975 1.95560 -1.63417
N 4.39521 2.12479 0.42748
N 2.15795 2.64099 0.22189
H 5.03731 1.42461 0.16131
H 4.10804 2.31778 1.40871
H 2.02146 2.60126 1.24919
H 1.30421 2.73612 -0.34693
C -2.53012 -1.15770 -3.18083
O -2.71487 -0.21664 -2.41882
N -2.09874 -2.33318 -2.64594
N -2.55561 -0.98807 -4.55560
H -1.87407 -3.06390 -3.30641
H -2.26877 -2.47522 -1.65138
H -2.62306 -0.08787 -4.95176
H -2.19051 -1.66619 -5.20306
C -0.95527 0.35517 0.38894
O -0.18144 0.07210 1.37169
N -0.58204 0.64732 -0.84994
N -2.26780 0.38654 0.60398
H -1.27781 0.40103 -1.58628
H 0.36478 0.51964 -1.09883
H -2.90050 0.39911 -0.20880
H -2.48519 -0.07384 1.48018
C -0.46881 -2.18667 4.97200
C -1.47786 -2.08352 3.83727
O -0.85731 -2.40687 2.60919
H -0.04854 -3.21603 5.08021
H -0.88765 -1.88368 5.93391
H 0.42897 -1.55381 4.86404
H -1.99197 -1.09656 3.77798
H -2.25433 -2.82216 3.95938
H -0.41953 -1.57320 2.30462
C 3.53377 -1.94883 0.21351
C 2.16951 -1.32256 0.59266
O 2.38126 -0.13048 1.29714
H 4.12138 -1.73848 1.15672
H 4.06338 -1.38541 -0.54510
H 3.37176 -2.95441 -0.15003
H 1.67141 -2.07888 1.22636
H 1.57926 -1.16037 -0.34973
H 1.48007 0.20720 1.39504
C 1.07192 -1.18879 -3.45282
C 1.99728 0.04536 -3.39603
O 1.21124 1.24465 -3.10129
H 0.30389 -0.83397 -4.16269
H 0.62402 -1.57961 -2.51910
H 1.51330 -2.03790 -3.95694
H 2.48503 0.27651 -4.33043
H 2.75069 -0.13528 -2.65313
H 1.83314 1.78676 -2.55093
C 0.94180 2.06040 3.86780
C 2.28705 1.56162 4.33378
O 3.29653 1.62517 3.28779
H 0.96158 3.12717 3.68393
H 0.14622 1.77662 4.56543
H 0.61855 1.50445 2.95932
H 2.35701 0.55019 4.77988
H 2.66841 2.37077 5.01716
H 3.34452 0.77001 2.85160
C -1.68322 5.27873 -2.91141
C -1.09989 3.87828 -2.56133
O -1.66408 3.52343 -1.25406
H -2.70375 5.35942 -2.41345
H -1.73749 5.49654 -4.03707
H -1.02586 6.01359 -2.51659
H -0.03577 4.03877 -2.51940
H -1.35567 3.06365 -3.22936
H -1.41807 2.64542 -0.95074
C -4.26153 -3.52873 -0.38342
C -3.15451 -3.25914 0.70741
O -2.00670 -2.73818 0.11136
H -5.17946 -3.97355 0.06035
H -3.86494 -4.15478 -1.16029
H -4.41016 -2.54913 -0.97040
H -2.90884 -4.22955 1.16773
H -3.60865 -2.64905 1.51901
H -1.21393 -2.52541 0.69856
*
```

Unit: kcal/mol. Relative energies: arrangement 1 143.6; arrangement 2 0.0.